# 1
Molecular formula: C9H31NO7
Method: DFT, ωB97M-V with the def2-TZVPD basis set

Values from the calculation:
HOMO level: -8.41 eV
Max |F|: 2.21 eV/A
Total charge: 0
Energy relative to the best compared isomer or geometry (same formula, charge and spin): 0.599 eV

Each line ends with the Löwdin charge.
Atoms and positions in Å:
O  8.741  9.427  6.442  -0.090
H  5.983  15.882  8.314  0.137
C  8.355  14.475  8.535  -0.023
C  7.629  15.458  10.792  -0.024
H  5.237  10.423  10.460  0.086
H  9.334  14.263  8.974  0.083
C  5.887  11.220  10.796  -0.057
C  7.241  11.282  8.797  -0.035
H  6.933  11.302  7.736  0.091
H  8.862  11.713  5.169  0.001
H  11.345  7.972  4.075  0.031
H  4.477  11.926  8.493  0.124
H  6.099  13.521  7.290  0.104
H  7.217  10.232  9.113  0.096
O  8.966  6.529  6.406  -0.068
H  7.778  16.477  10.401  0.090
C  5.064  12.681  9.014  -0.137
H  8.305  11.558  3.838  0.055
O  10.810  8.131  4.820  -0.016
H  5.204  15.204  9.771  0.127
H  6.796  15.402  11.471  0.078
H  10.585  9.962  5.472  0.003
H  8.721  7.467  6.251  0.006
H  4.488  13.014  9.901  0.126
H  6.721  10.701  11.312  0.090
H  8.251  11.725  8.859  0.055
H  8.369  15.394  7.944  0.085
H  8.170  10.032  5.915  0.041
C  5.408  13.843  8.064  -0.168
C  5.913  14.952  8.954  -0.149
H  8.098  12.464  11.603  0.099
O  10.690  10.917  5.304  -0.084
H  8.214  13.759  7.716  0.067
H  10.264  7.361  4.912  0.016
H  5.354  11.803  11.574  0.095
H  8.237  6.180  6.908  0.028
N  7.011  13.290  10.286  -0.101
H  10.629  10.970  7.794  0.025
H  8.527  15.214  11.328  0.070
H  9.969  11.207  9.173  0.017
C  7.233  14.550  9.600  -0.522
O  8.281  12.912  10.782  -0.043
O  7.988  11.726  4.740  -0.077
C  6.308  12.098  9.629  -0.518
H  11.533  10.839  4.816  0.067
H  4.507  14.149  7.527  0.113
O  10.397  10.554  8.625  -0.033
H  9.067  9.874  7.272  0.038

# 2
Molecular formula: C9H32BN10O13S2
Method: DFT, ωB97M-V with the def2-TZVPD basis set

Values from the calculation:
HOMO level: -6.79 eV
Max |F|: 8.58 eV/A
Total charge: -1
Energy relative to the best compared isomer or geometry (same formula, charge and spin): 19.403 eV

Each line ends with the Löwdin charge.
Atoms and positions in Å:
C  -1.429  1.401  -1.541  -0.234
H  3.245  -0.472  3.045  0.130
H  1.867  1.554  -1.669  0.150
O  -0.452  -2.848  -1.741  -0.022
H  -0.315  -0.553  1.306  0.050
C  -3.109  -0.789  1.195  -0.657
O  -4.233  -0.965  1.623  0.029
N  -2.601  -2.771  -2.009  0.218
O  4.031  1.292  2.628  -0.185
O  3.463  1.452  0.332  -0.198
S  -2.397  2.815  -3.432  0.800
N  0.561  -1.169  -2.098  0.118
H  0.778  -1.295  0.006  -0.035
H  -1.117  3.165  -0.291  0.121
N  -0.228  1.830  0.563  0.107
H  -0.351  1.265  -1.633  0.105
N  1.445  -2.024  0.216  0.180
H  0.173  2.477  -0.100  0.141
N  -2.726  0.293  0.509  0.157
H  0.960  0.452  -0.599  -0.064
H  0.310  -1.856  -2.794  0.121
O  -1.866  1.345  -2.858  -0.158
H  0.033  -1.209  -1.238  0.008
H  2.328  -0.138  0.355  0.091
H  -3.543  -2.981  -1.709  0.125
O  0.299  3.202  2.347  0.019
N  1.206  -1.382  2.260  0.139
C  1.226  -0.101  -2.508  -0.733
O  1.709  0.047  -3.585  0.077
H  2.130  0.805  2.544  0.096
H  -1.386  -1.657  0.681  0.058
H  -1.115  0.126  -0.108  0.004
C  3.100  0.349  2.343  -0.221
H  -1.777  0.332  0.166  -0.086
N  -2.354  -1.840  0.900  0.132
N  -1.820  -3.788  -0.246  0.145
H  -0.300  -1.373  -0.264  0.061
C  1.964  -1.997  1.391  -0.787
N  0.124  0.996  2.490  0.153
O  3.041  -2.431  1.718  0.053
O  -1.598  3.212  -4.603  -0.260
H  0.284  1.075  3.484  0.152
H  -2.773  2.516  -0.329  0.127
C  -1.569  -3.140  -1.350  -0.744
H  4.130  -0.514  0.589  0.148
C  3.286  0.147  0.789  -0.156
C  -1.881  2.713  -0.924  -0.197
H  -2.820  -3.831  -0.105  0.119
O  5.710  2.485  1.061  -0.255
H  0.301  -1.091  1.919  0.023
S  4.301  2.401  1.403  0.749
H  -0.340  0.834  0.434  -0.036
H  -1.031  -4.081  0.312  0.145
O  3.600  3.665  1.597  -0.245
B  -0.251  -0.419  0.238  -0.578
H  -1.819  0.596  -0.917  0.070
N  1.377  0.690  -1.487  0.133
H  -2.434  -2.086  -2.732  0.140
C  0.062  2.079  1.841  -0.672
H  0.638  0.111  -0.068  0.031
O  -1.907  3.585  -1.997  -0.167
H  1.957  -2.361  -0.587  0.159
H  0.195  0.110  2.010  0.018
H  -3.425  0.997  0.318  0.125
H  -2.534  -2.713  1.375  0.116
H  1.527  -1.192  3.199  0.134
O  -3.854  2.654  -3.668  -0.287

# 3
Molecular formula: C9H32O7
Method: DFT, ωB97M-V with the def2-TZVPD basis set

Values from the calculation:
HOMO level: -9.77 eV
Max |F|: 3.72 eV/A
Total charge: 0
Energy relative to the best compared isomer or geometry (same formula, charge and spin): 3.984 eV

Each line ends with the Löwdin charge.
Atoms and positions in Å:
H  -2.548  -0.408  0.656  0.035
H  2.370  -0.264  -3.841  0.060
O  1.087  -0.065  -2.265  -0.163
C  -0.578  2.117  -0.251  -0.128
O  0.077  2.067  1.019  -0.132
H  1.622  -0.517  -1.538  0.065
H  0.824  -2.668  1.087  0.105
C  0.531  -1.693  1.599  -0.128
H  -1.435  -2.912  -1.587  0.082
H  3.959  1.259  -0.926  0.061
H  3.738  -3.354  -1.449  0.071
H  4.889  0.925  0.442  0.069
O  -1.869  -0.904  -1.143  -0.165
C  -2.157  -2.323  -0.996  -0.126
H  3.233  -1.639  0.091  0.054
H  1.015  2.358  0.901  0.075
H  -3.966  -0.073  3.774  0.081
O  0.747  -0.629  0.705  -0.146
H  -4.592  1.481  3.355  0.057
H  -5.414  0.024  2.726  0.097
O  -2.882  -0.475  1.567  -0.053
H  -2.135  -2.650  0.096  0.089
H  -3.626  1.333  -0.203  0.050
O  3.225  -1.426  -0.822  -0.138
C  4.303  1.735  0.028  -0.094
C  1.937  0.489  -3.237  -0.159
H  2.636  1.218  -2.849  0.066
C  -4.456  0.510  3.004  -0.062
H  -0.534  -1.546  1.870  0.082
H  -0.875  -0.813  -1.063  0.065
H  4.645  2.752  -0.072  0.079
H  4.289  -1.910  -2.479  0.091
H  5.009  -2.444  -0.920  0.074
H  1.267  1.045  -3.906  0.087
H  1.075  -1.588  2.532  0.071
H  -3.170  -2.539  -1.358  0.080
H  0.040  -0.014  0.710  0.016
C  -3.469  0.748  1.901  -0.529
C  -4.174  1.405  0.730  -0.062
H  -5.113  0.892  0.486  0.082
H  -4.422  2.520  0.788  0.111
C  4.103  -2.352  -1.498  -0.089
H  -0.618  3.105  -0.708  0.085
H  -1.612  1.801  -0.071  0.058
H  -2.701  1.407  2.318  0.134
O  3.105  1.732  0.891  -0.168
H  2.738  0.813  0.877  0.060
H  -0.119  1.473  -0.970  0.048